[1]
Computed, not measured: a structure of composition C36H90InN6Na2O16P, with ωB97M-V/def2-TZVPD.

Last column: Löwdin charge in e.
Positions of all 152 atoms, in Å:
1 H 1.815 3.844 0.393  0.120
2 H 5.552 -5.296 1.431  0.103
3 C 2.906 -4.935 1.832  -0.192
4 H 2.684 1.079 -5.742  0.100
5 H 4.111 3.555 0.388  0.130
6 H -6.982 -1.413 -1.190  0.092
7 C 3.159 -4.226 -3.531  -0.215
8 H -2.665 1.596 7.581  0.124
9 H -4.396 -3.013 2.993  0.132
10 C -1.337 3.335 -4.620  -0.106
11 H -0.348 4.750 -0.937  0.106
12 H 2.555 5.257 -0.405  0.136
13 H 3.382 2.308 -0.709  0.092
14 H 1.690 -5.195 -0.914  0.081
15 H -5.039 1.934 7.594  0.130
16 H -7.428 -0.001 -2.245  0.093
17 H -5.149 4.997 5.690  0.090
18 O -0.776 3.409 -3.331  -0.206
19 H 1.049 1.443 -5.220  0.088
20 H -5.276 -0.947 2.149  0.122
21 H 0.595 5.959 -1.641  0.137
22 H 4.142 -0.667 -5.032  0.139
23 H 3.763 -2.641 3.171  0.138
24 H 3.520 1.282 1.167  0.062
25 H 5.367 -5.107 -0.284  0.091
26 H 1.463 -5.629 -2.584  0.107
27 H 3.891 0.699 -2.339  0.089
28 N 1.504 4.005 -1.717  -0.052
29 C -4.525 -0.886 2.944  -0.172
30 C 2.322 4.192 -0.512  -0.164
31 O 0.450 -1.362 -5.058  -0.233
32 O 1.821 0.134 -0.462  -0.378
33 H -1.214 -2.935 1.800  0.071
34 H -0.496 -3.045 -3.048  0.106
35 C 4.405 0.815 1.609  -0.092
36 O -3.187 -2.270 1.517  -0.212
37 H 0.368 1.718 2.135  0.078
38 H -1.759 -1.383 -1.858  0.061
39 C -1.166 0.628 5.704  -0.196
40 H 3.532 -0.232 3.891  0.145
41 H -5.209 1.339 5.917  0.116
42 H -1.182 5.407 -3.165  0.136
43 H -0.670 1.213 6.503  0.125
44 H -2.094 4.107 -4.799  0.099
45 C -6.648 -0.492 -1.672  -0.092
46 H -3.272 -0.529 -3.486  0.118
47 H -5.096 1.826 3.321  0.119
48 H -4.096 -0.629 -1.226  0.121
49 P 0.477 -0.627 -0.193  0.033
50 H 1.026 -4.165 2.750  0.150
51 H 6.337 3.713 -2.280  0.100
52 H -5.101 -0.824 3.873  0.125
53 H -0.524 0.087 3.681  0.112
54 C -1.931 3.078 0.387  -0.110
55 C 3.968 -3.014 -3.945  -0.188
56 H 1.349 -1.948 1.674  0.049
57 H -0.975 -1.051 -6.557  0.097
58 H 2.834 -6.299 -1.706  0.105
59 H 2.189 -4.186 -4.041  0.135
60 C -3.429 -1.515 -3.013  -0.206
61 O 3.009 -4.277 -2.134  -0.260
62 H 2.094 4.281 -2.502  0.123
63 H -4.278 3.479 1.542  0.135
64 H 4.021 -3.067 -5.042  0.146
65 H 6.097 3.171 -0.557  0.093
66 H 2.230 -0.109 2.662  0.102
67 N 3.335 -1.797 -3.449  -0.022
68 C -4.540 1.509 2.435  -0.169
69 H -4.765 -2.270 -1.455  0.132
70 H 0.582 3.368 2.671  0.086
71 N -2.200 -2.075 -2.474  -0.042
72 O -4.287 3.206 6.134  -0.196
73 N 2.126 -2.604 1.931  0.003
74 H 2.216 -2.328 4.019  0.152
75 H -1.131 -0.378 6.126  0.125
76 H 3.481 -4.896 2.762  0.133
77 C 3.138 -0.648 2.958  -0.210
78 C 2.223 -5.404 -1.831  -0.076
79 C -5.446 4.028 6.083  -0.089
80 H 1.697 2.155 3.244  0.089
81 H -0.586 -2.751 -6.238  0.088
82 H -2.322 2.210 5.498  0.108
83 O -2.861 2.156 0.854  -0.192
84 C -1.186 -2.344 -3.519  -0.178
85 H -1.199 -0.377 -4.439  0.115
86 H -1.264 2.725 -0.394  0.068
87 H 0.055 -0.531 -3.229  0.102
88 C 3.682 0.701 -3.413  -0.205
89 H -5.239 1.306 1.616  0.121
90 C -0.477 -1.092 -4.027  -0.213
91 H 2.417 -1.688 -3.892  0.120
92 H 2.512 -5.928 1.617  0.139
93 H 0.758 0.485 4.803  0.121
94 H 4.399 1.421 -3.822  0.138
95 H -1.832 -3.050 0.211  0.083
96 H 2.353 2.668 -4.951  0.102
97 H -1.729 -2.910 -4.280  0.116
98 C -0.252 0.794 4.493  -0.230
99 H -1.312 3.464 1.211  0.087
100 H -6.311 0.213 -0.901  0.078
101 O 0.797 -2.011 -0.759  -0.317
102 H -0.605 3.533 -5.419  0.092
103 H 4.742 1.369 2.490  0.109
104 Na 0.686 1.651 -2.103  0.316
105 O 4.101 -0.527 1.944  -0.259
106 C -0.305 4.756 -3.126  -0.181
107 C 0.639 2.331 3.007  -0.121
108 O -0.227 2.134 4.084  -0.153
109 N -3.716 0.332 2.748  -0.062
110 H 1.055 -4.136 1.076  0.116
111 H -2.461 -4.205 1.383  0.103
112 H 0.385 4.989 -3.941  0.131
113 H -2.911 -2.204 3.584  0.128
114 H 3.664 -5.142 -3.861  0.146
115 C -3.670 2.644 1.900  -0.191
116 H -2.411 3.987 -0.006  0.103
117 C 3.592 3.374 -0.564  -0.235
118 C -2.139 -3.166 1.256  -0.096
119 H -3.767 -2.102 -3.873  0.129
120 O -5.609 -0.747 -2.600  -0.177
121 H 5.201 0.808 0.865  0.091
122 O 3.786 -4.464 0.820  -0.296
123 In 3.508 -1.914 -0.630  1.355
124 O 0.213 -0.823 1.326  -0.324
125 O -0.654 0.139 -0.930  -0.336
126 C -4.576 1.920 6.598  -0.250
127 H -6.270 3.590 5.511  0.089
128 H 5.523 2.167 -1.863  0.063
129 C 0.348 4.890 -1.767  -0.189
130 O 2.333 1.032 -3.690  -0.218
131 C 5.689 3.213 -1.572  -0.083
132 H 0.640 -1.628 -7.012  0.092
133 H -3.362 0.561 3.688  0.079
134 N -2.501 1.202 5.512  -0.055
135 C -4.510 -1.337 -1.966  -0.236
136 C -0.169 -1.745 -6.295  -0.062
137 H -3.062 3.012 2.739  0.130
138 H -1.759 2.349 -4.802  0.090
139 H 5.169 -0.819 -3.688  0.136
140 O 4.437 3.879 -1.579  -0.176
141 H 4.990 -3.095 -3.567  0.132
142 C 4.836 -5.427 0.610  -0.057
143 H -5.804 4.205 7.107  0.094
144 C 4.110 -0.656 -3.929  -0.200
145 Na -2.016 -0.136 1.015  0.327
146 C 1.729 -3.979 1.921  -0.172
147 C 2.100 1.606 -4.985  -0.030
148 H 4.486 -6.455 0.581  0.100
149 C 2.801 -2.112 3.116  -0.134
150 C -3.705 -2.178 2.826  -0.190
151 H -3.545 0.130 7.076  0.123
152 C -3.272 1.146 6.786  -0.182

Properties
- Frontier orbital gap: 2.88 eV
- Lowest unoccupied orbital energy: -9.324 eV
- Electronic energy: -103773.28484 eV
- Total charge: +2
- Molar mass: 1054.91 g mol⁻¹



[2]
Computed, not measured: a cluster of 6 separate species, C36H90N6O12 in total, with ωB97M-V/def2-TZVPD.

Last column: Löwdin charge in e.
Positions of all 144 atoms, in Å:
1 C 0.326 7.962 -1.807  -0.203
2 H -6.869 -1.198 3.510  0.083
3 H 2.067 -10.881 -0.938  0.090
4 N -2.128 3.734 2.627  -0.079
5 H -3.389 -1.124 1.809  0.117
6 H -2.448 6.773 -2.775  0.104
7 H -1.313 5.779 4.287  0.112
8 H 1.705 8.872 -3.262  0.153
9 H -0.158 1.798 0.490  0.106
10 H -6.003 6.985 0.627  0.086
11 H 0.166 4.980 4.854  0.115
12 C 1.445 1.418 -4.669  -0.108
13 H 2.597 -15.296 -0.721  0.089
14 H -2.684 -7.698 -0.163  0.078
15 H -1.863 3.993 1.687  0.086
16 H 1.498 -2.095 -1.509  0.122
17 H 0.700 -1.988 -3.058  0.100
18 H -4.459 7.933 1.138  0.077
19 H 1.098 -0.099 -0.096  0.102
20 H 2.376 -7.433 -2.160  0.069
21 C 2.655 1.121 2.642  -0.080
22 C -3.638 -4.549 0.346  -0.264
23 C -1.041 3.778 3.620  -0.184
24 H -1.190 3.087 4.450  0.119
25 O -5.379 -0.066 2.798  -0.219
26 O 0.180 5.851 2.888  -0.209
27 C -4.203 -1.775 1.489  -0.213
28 H 0.275 7.609 -0.777  0.121
29 H 0.605 -11.485 1.410  0.115
30 H -6.212 -0.019 4.712  0.085
31 H -1.890 7.100 -1.060  0.095
32 O -0.428 7.151 -2.638  -0.147
33 H -2.729 6.280 2.144  0.100
34 C 0.663 3.521 -1.217  -0.114
35 H -0.577 -0.513 0.367  0.129
36 O 0.038 -4.335 -1.620  -0.149
37 H -1.470 -2.910 -1.992  0.121
38 H -3.438 -4.469 1.415  0.111
39 H -5.129 -3.856 -1.121  0.116
40 O 3.145 0.834 1.309  -0.189
41 C 1.225 -9.059 -0.211  -0.237
42 C 4.146 1.689 -0.749  -0.175
43 H 4.502 2.629 -1.170  0.111
44 C 1.431 5.277 2.428  -0.072
45 H -0.227 3.214 3.164  0.078
46 C 0.520 -2.001 -1.983  -0.166
47 H 2.137 -9.038 -2.789  0.077
48 N -4.214 -2.251 0.075  -0.060
49 H -3.454 4.547 4.019  0.126
50 H 3.383 -0.240 -4.946  0.120
51 O -4.886 6.416 2.364  -0.195
52 H -6.206 -1.433 1.581  0.106
53 C 1.363 -11.797 0.692  -0.163
54 H 2.103 6.034 2.023  0.061
55 H 4.153 2.562 1.245  0.112
56 H -2.727 -4.135 -0.087  0.092
57 C 2.927 9.242 2.400  -0.015
58 H -0.097 8.960 -1.695  0.119
59 C 3.077 -0.207 -3.900  -0.169
60 H 3.764 1.728 -3.470  0.090
61 H 1.737 1.708 2.620  0.061
62 C -0.445 5.197 3.978  -0.207
63 H -5.373 -0.101 0.734  0.126
64 H 2.362 0.143 3.024  0.092
65 O -4.037 -5.882 0.166  -0.193
66 C 3.096 -15.011 0.205  -0.116
67 H 3.361 1.582 3.333  0.087
68 H -0.725 -2.833 -0.455  0.107
69 C -0.143 1.356 -0.507  -0.158
70 H 1.278 -9.108 0.877  0.120
71 H -0.642 -10.274 -0.212  0.128
72 H 3.647 8.444 -1.125  0.174
73 O 2.530 -8.952 -0.787  -0.220
74 H 2.510 0.780 -1.644  0.064
75 H -5.242 -1.473 4.285  0.080
76 H 0.596 -5.705 -2.917  0.082
77 C -3.631 5.676 2.050  -0.161
78 C -5.324 -0.791 1.576  -0.258
79 O 1.744 0.230 -3.981  -0.230
80 H 4.173 -15.090 0.060  0.087
81 H -4.311 -2.520 2.277  0.110
82 H 4.237 10.739 -0.259  0.138
83 H 2.231 -11.214 1.001  0.116
84 C -0.516 -3.083 -1.495  -0.232
85 H 1.585 4.054 -1.450  0.087
86 H 5.017 0.543 -3.042  0.120
87 C -1.635 6.724 -2.050  -0.072
88 H 0.169 -9.798 -1.728  0.107
89 C 2.282 9.934 -0.703  -0.108
90 H -1.132 1.341 -0.965  0.120
91 C -3.370 4.429 2.939  -0.201
92 H 3.090 -1.246 -3.573  0.120
93 H 0.423 1.666 -4.382  0.088
94 C -5.973 -0.745 3.935  -0.070
95 H -0.043 3.766 -2.011  0.072
96 H 4.924 1.022 -0.376  0.119
97 C 3.950 0.761 -3.003  -0.182
98 H 2.576 2.685 0.573  0.083
99 C 3.445 2.029 0.611  -0.227
100 H 1.942 2.348 -4.394  0.079
101 H 3.549 9.200 3.294  0.099
102 O 0.929 2.113 -1.231  -0.223
103 H 3.030 11.326 0.794  0.139
104 H 1.968 4.870 3.285  0.095
105 H -3.372 -2.006 -0.425  0.088
106 C 0.321 -10.159 -0.711  -0.250
107 C -2.950 -6.887 0.515  -0.027
108 H 1.430 9.514 -0.169  0.139
109 H -1.555 5.639 -1.979  0.077
110 H -3.598 5.351 1.010  0.108
111 H 1.280 -13.619 1.681  0.111
112 H 2.193 7.242 -2.682  0.133
113 C 3.348 10.417 0.284  -0.244
114 H 0.800 -8.078 -0.426  0.109
115 H 2.026 9.848 2.486  0.098
116 H 0.669 -0.084 -2.444  0.058
117 H -5.643 -3.747 0.548  0.116
118 H -5.973 8.055 1.973  0.084
119 C 1.826 8.226 -2.392  -0.047
120 O 3.726 9.440 1.169  -0.174
121 H 0.601 -4.137 -3.549  0.080
122 N 0.073 -0.592 -1.806  -0.050
123 H -2.036 -6.298 0.593  0.065
124 H 0.776 -13.710 -0.045  0.124
125 C 1.532 -13.351 0.655  -0.232
126 H 2.061 10.800 -1.327  0.160
127 H 0.129 3.885 -0.340  0.063
128 H -3.174 -7.121 1.556  0.083
129 C -4.792 -3.602 -0.116  -0.149
130 C -5.347 7.363 1.411  -0.116
131 H -3.969 3.556 2.677  0.114
132 H 2.527 8.231 2.330  0.059
133 H -0.891 -4.962 -3.481  0.098
134 H 1.133 4.558 1.665  0.060
135 H 2.845 -15.667 1.038  0.086
136 N 1.168 -11.260 -0.676  -0.074
137 H 1.310 1.417 -5.751  0.090
138 C 0.013 -4.784 -2.898  -0.151
139 H 3.792 -8.503 -2.558  0.090
140 C 2.785 -8.443 -2.144  -0.039
141 N 3.517 0.704 -1.619  -0.054
142 O 2.880 -13.669 0.554  -0.181
143 N 2.814 8.856 -1.521  0.195
144 C 0.067 -0.165 -0.441  -0.218

Properties
- Frontier orbital gap (spin up / spin down): 6.23 / 1.42 eV
- Lowest unoccupied orbital energy (spin up / spin down): -2.815 / -7.625 eV
- Electronic energy: -72278.16889 eV
- Expectation value of S²: 0.75
- Multiplicity: 2
- Total charge: +1
- Molar mass: 799.15 g mol⁻¹



Number 1: largest force on an atom 4.2 eV Å⁻¹. Number 2: largest force on an atom 4.8 eV Å⁻¹.